1.
DFT (ωB97M-V with the def2-TZVPD basis set) results for 2 unconnected molecules or ions with the total composition C19H28BrF2N6O7S at a distorted geometry.

Its maximum force is 0.0457 hartree/bohr. Its total charge is +1. As for the total energy: -129733.098 eV. Its frontier orbital gap is 0.305 Eh. The HOMO energy is -12.13 eV. As for the multiplicity: 1.

The geometry in XYZ format:
```
64
Properties=species:S:1:pos:R:3:nbo_charge:R:1
C 3.8861 -2.9347 1.6412 -0.743
C 2.4971 -3.3448 1.2671 0.813
O 2.2029 -4.3267 0.6729 -0.521
O 1.4851 -2.4990 1.6934 -0.571
C 1.4765 -1.1998 1.0965 -0.068
C -0.0131 -0.9168 0.8997 -0.286
C -0.5299 -1.8779 -0.1762 -0.241
N -2.0110 -1.9856 -0.0830 -0.359
C -2.4137 -3.1495 0.7201 -0.344
C -2.1648 -4.4115 -0.1121 0.477
O -2.4883 -4.5051 -1.2415 -0.457
Br -1.2871 -5.8100 0.8379 0.068
C -2.5425 -0.7922 0.2190 0.720
N -3.6890 -0.6257 0.8240 -0.494
C -4.2831 0.6539 1.2222 -0.266
C -4.8965 0.5345 2.6187 0.038
C -4.8887 1.7210 3.4775 -0.127
O -6.1116 1.1605 2.8175 -0.467
N -1.8062 0.3352 -0.1531 -0.326
N -2.0883 0.8876 -1.4104 -0.421
C -2.9477 2.0421 -1.3661 0.975
O -4.1200 2.0790 -1.4997 -0.474
F -2.1992 3.1165 -1.1349 -0.290
C -2.2736 -0.0542 -2.4794 0.964
O -1.3954 -0.5237 -3.1068 -0.461
F -3.5580 -0.3556 -2.6597 -0.291
C -0.4522 0.4969 0.4538 0.314
C 0.4769 1.1571 -0.5676 -0.241
N 1.8012 1.4435 -0.0352 -0.835
N -0.6584 1.4232 1.5742 -0.528
C -0.1436 1.3243 2.6616 0.208
S 0.5341 1.2528 4.0569 0.142
H 4.5835 -3.3984 0.9483 0.254
H 4.1029 -3.2708 2.6552 0.262
H 4.0209 -1.8545 1.5988 0.231
H 1.9460 -0.4911 1.7785 0.201
H 2.0178 -1.1862 0.1484 0.213
H -0.4952 -1.2130 1.8388 0.232
H -0.0807 -2.8622 -0.0617 0.267
H -0.2479 -1.5154 -1.1649 0.242
H -1.8341 -3.1983 1.6431 0.246
H -3.4800 -3.1647 0.9408 0.234
H -4.2430 -1.4409 1.0483 0.424
H -3.4904 1.3946 1.2723 0.240
H -5.0773 0.9300 0.5317 0.259
H -4.7548 -0.4235 3.1157 0.183
H -4.7931 2.7059 3.0417 0.211
H -5.0032 1.6278 4.5475 0.217
H 0.0189 2.0771 -0.9230 0.225
H 0.5645 0.4658 -1.4133 0.198
H 2.1171 2.3666 -0.2844 0.392
H 1.8994 1.3050 0.9569 0.360
C 3.5033 2.9270 -3.1894 -0.625
C 4.7752 2.7187 -2.3795 0.093
C 5.9931 2.6153 -3.2827 -0.631
O 4.6631 1.5589 -1.5513 -0.720
H 3.3378 2.0773 -3.8576 0.201
H 2.6323 3.0100 -2.5365 0.193
H 3.5634 3.8308 -3.7958 0.221
H 4.9076 3.5506 -1.6856 0.175
H 5.8934 1.7576 -3.9536 0.199
H 6.8960 2.4728 -2.6899 0.224
H 6.1145 3.5118 -3.8912 0.217
H 4.5507 0.8001 -2.1343 0.457
```

2.
DFT (ωB97M-V with the def2-TZVPD basis set) results for a molecular structure, C19H28BrF3N5O4S2 at a distorted geometry.

Its maximum force is 0.0344 hartree/bohr. Its total charge is -1. As for the total energy: -135665.694 eV. Its frontier orbital gap is 0.289 Eh. The HOMO energy is -6.37 eV. As for the multiplicity: 1.

The geometry in XYZ format:
```
62
Properties=species:S:1:pos:R:3:nbo_charge:R:1
C -2.8000 1.8215 -0.9338 -0.615
C -2.6713 3.1559 -1.6946 -0.429
C -2.5977 2.9002 -3.2236 -0.058
O -1.7965 1.7827 -3.5738 -0.543
C -0.4254 2.1242 -3.8688 -0.087
C 0.4730 1.3383 -2.9027 -0.077
C 0.7192 1.8386 -1.6731 -0.176
C 1.5243 1.1635 -0.6639 -0.007
C 1.8223 1.7166 0.7329 -0.482
C 1.2756 3.1095 1.0722 -0.196
C -0.2777 3.1006 1.1327 -0.649
Br 2.0093 4.5385 -0.0870 -0.072
C 2.0711 -0.0619 -0.9526 0.062
C 2.8787 -0.8216 0.1033 -0.444
C 2.6419 -2.3573 0.0660 -0.398
C 1.1320 -2.6832 0.1716 -0.445
C 0.8577 -4.0318 0.8952 -0.219
N -0.2395 -4.8497 0.3531 -0.679
C -1.5638 -4.3810 0.6816 0.556
N -2.5437 -5.1917 0.6351 -0.654
N -1.8381 -3.0278 1.0520 -0.870
C 1.8558 -0.5946 -2.2705 0.073
N 2.3301 -1.7375 -2.7581 -0.624
S 1.8267 -1.9003 -4.2867 0.872
N 0.9382 -0.5319 -4.4432 -0.619
C 1.0514 0.0903 -3.2885 0.177
H -1.9174 1.1757 -1.0124 0.218
H -3.0511 1.9536 0.1290 0.223
H -3.6396 1.2666 -1.3901 0.203
H -1.8367 3.7874 -1.3590 0.192
H -3.6037 3.7141 -1.4938 0.202
H -2.3050 3.8107 -3.7720 0.163
H -3.6299 2.6341 -3.5151 0.176
H -0.2363 3.2047 -3.8127 0.182
H -0.2592 1.7580 -4.8948 0.199
H 0.2794 2.8079 -1.4374 0.223
H 2.9254 1.7711 0.8075 0.220
H 1.5076 1.0298 1.5332 0.291
H 1.6274 3.3437 2.0834 0.234
H -0.6274 2.1245 0.7729 0.226
H -0.7090 3.8862 0.5027 0.209
H -0.6017 3.2013 2.1754 0.249
H 3.9504 -0.5628 0.0603 0.216
H 2.5397 -0.5174 1.1044 0.232
H 3.1218 -2.8445 -0.7898 0.220
H 3.1208 -2.7493 0.9833 0.199
H 0.6666 -2.6700 -0.8272 0.195
H 0.6291 -1.9000 0.7654 0.228
H 1.7782 -4.6371 0.7895 0.185
H 0.6955 -3.8938 1.9729 0.217
H -0.1382 -5.0386 -0.6364 0.373
H -2.2147 -6.1112 0.3357 0.320
H -1.5638 -2.4452 0.2677 0.365
H -1.3622 -2.7469 1.9071 0.417
C -0.4587 -0.3686 5.6649 0.683
F 0.6660 -0.9965 6.0540 -0.332
F -1.4867 -1.1261 6.0785 -0.327
F -0.5196 0.7805 6.3600 -0.331
S -0.4988 -0.0798 3.8438 2.355
O -0.4197 -1.4114 3.2732 -1.023
O 0.6708 0.7437 3.5872 -1.017
O -1.7531 0.5955 3.6136 -0.984
```

3.
DFT (ωB97M-V with the def2-TZVPD basis set) results for a molecular structure, C19H28CdClO6 at a distorted geometry.

Its maximum force is 0.0785 hartree/bohr. Its total charge is -1. As for the total energy: -49513.186 eV. Its frontier orbital gap (spin up / spin down) is 0.165 / 0.160 Eh. The HOMO energy (spin up / spin down) is -1.96 / -1.79 eV. As for the multiplicity: 1. For the energy relative to the best compared isomer or geometry (same formula, charge and spin), the calculation gives 4.229 eV.

The geometry in XYZ format:
```
55
Properties=species:S:1:pos:R:3:nbo_charge:R:1
O 0.0607 1.8077 -2.4581 -0.550
C 1.1957 1.5265 -3.3832 -0.084
C 0.6809 2.3709 -4.5389 -0.472
H 1.2939 0.4709 -3.6914 0.203
H 2.0975 1.8276 -2.8328 0.183
C -0.5245 2.5756 -3.5801 0.273
H 0.5558 1.8147 -5.4799 0.210
H 1.2582 3.2903 -4.6729 0.202
C -1.8248 1.9007 -3.9833 -0.630
H -1.6023 0.8545 -4.1608 0.220
H -2.2468 2.2673 -4.9170 0.201
H -2.5639 1.9664 -3.1731 0.224
C -0.6402 4.0661 -3.3415 -0.619
H 0.3469 4.4897 -3.1790 0.205
H -1.2849 4.3789 -2.5323 0.220
H -1.0179 4.5414 -4.2428 0.202
Cd -0.3680 0.7113 1.2878 0.681
C 0.9198 -0.3033 4.8394 -0.323
C 1.7636 -1.0173 3.9162 -0.265
C 1.9035 -0.2389 2.7492 -0.399
H 2.4801 -1.7874 4.1885 0.196
C 1.2355 1.0243 2.9554 -0.600
C 0.5364 0.8954 4.2383 -0.325
H -0.0903 1.6758 4.7085 0.198
H 0.7799 -0.5862 5.8810 0.206
H 2.5802 -0.4889 1.9260 0.193
H 1.5655 1.9980 2.5459 0.236
C -2.0039 -1.6577 3.7752 -0.025
C -2.8723 -0.4323 3.7735 -0.266
C -3.0686 0.0096 2.5079 -0.221
H -3.2908 -0.0683 4.7000 0.202
C -2.1760 -0.7315 1.5837 -0.518
C -1.4749 -1.6701 2.3749 -0.445
H -1.0051 -2.5865 2.0323 0.212
H -2.6728 -2.5323 3.9549 0.174
H -3.8244 0.7235 2.1579 0.211
H -2.4447 -0.8832 0.5261 0.229
O 0.4348 -1.6201 -3.6016 -0.566
C -0.1317 -1.4503 -2.2267 -0.079
C 0.9525 -0.7519 -1.4089 -0.463
H -0.3618 -2.4409 -1.7314 0.169
H -1.0782 -0.8689 -2.2722 0.209
C 2.2660 -1.2285 -2.0878 -0.441
H 0.9642 -1.0080 -0.3576 0.225
H 0.8524 0.3283 -1.4853 0.251
C 1.8831 -1.8426 -3.4642 -0.086
H 2.6874 -1.9977 -1.4278 0.212
H 2.9592 -0.3843 -2.2362 0.206
H 2.0752 -2.9385 -3.4053 0.169
H 2.5107 -1.4356 -4.2982 0.181
O -1.0480 -1.6334 4.8901 -0.529
Cl -0.0033 -3.0207 4.7162 2.440
O 0.8684 -2.9226 5.8376 -0.753
O -0.7869 -4.2058 4.6309 -0.763
O 0.6994 -2.7819 3.4730 -0.719
```

4.
DFT (ωB97M-V with the def2-TZVPD basis set) results for a molecular structure, C19H28CeNO4 at a distorted geometry.

Its maximum force is 0.0498 hartree/bohr. As for the total energy: -42762.935 eV. Its frontier orbital gap (spin up / spin down) is 0.282 / 0.313 Eh. As for the expectation value of S²: 0.75. The HOMO energy (spin up / spin down) is -7.35 / -8.20 eV. As for the multiplicity: 2. For the energy relative to the best compared isomer or geometry (same formula, charge and spin), the calculation gives 0.000 eV.

The geometry in XYZ format:
```
53
Properties=species:S:1:pos:R:3:mulliken_spin:R:1
O 4.8068 3.6077 -5.2354 0.000
C 4.6308 3.3003 -6.6682 0.000
C 5.9833 3.8464 -7.0849 0.000
H 3.7843 3.8644 -7.0946 0.000
H 4.5327 2.2130 -6.8172 0.000
C 6.0966 4.1613 -5.5695 0.000
H 5.9231 4.7180 -7.7315 0.000
H 6.6690 3.0809 -7.4389 0.000
C 6.1815 5.6484 -5.2825 0.000
H 5.4045 6.2213 -5.8069 0.000
H 7.1596 6.0436 -5.6068 0.000
H 6.1051 5.8339 -4.2018 0.000
C 7.2129 3.4064 -4.8767 0.000
H 7.1833 2.3326 -5.1082 0.000
H 7.1439 3.5482 -3.7880 0.000
H 8.1944 3.7949 -5.1956 0.000
Ce -0.2848 0.0142 -0.0988 0.991
C 0.4697 -2.1295 1.1690 0.007
C -0.5348 -2.4796 0.1957 -0.001
C 0.0425 -2.3179 -1.0969 -0.004
H -1.5818 -2.6716 0.4288 0.000
C 1.3925 -1.8689 -0.9276 -0.001
C 1.6459 -1.7477 0.4717 0.008
H 2.5971 -1.4710 0.9091 0.000
H 0.3304 -2.1472 2.2460 -0.001
H -0.4742 -2.3880 -2.0477 0.002
H 2.1210 -1.7022 -1.7171 0.001
C -0.8321 0.8597 2.2226 -0.010
C 0.5947 0.7989 2.2564 0.004
C 1.1042 1.7651 1.3304 0.011
H 1.2063 0.1347 2.8626 0.004
C -0.0008 2.4317 0.7343 -0.014
C -1.2062 1.8838 1.2886 0.002
H -2.2173 2.1345 0.9850 0.000
H -1.5108 0.2002 2.7535 0.002
H 2.1541 1.9401 1.1162 0.002
H 0.0652 3.1855 -0.0418 -0.001
O 0.9482 1.0344 -1.8642 -0.013
C 2.3963 1.4211 -1.8436 0.008
C 2.8088 1.3452 -3.3138 0.001
H 2.9386 0.7342 -1.1728 -0.002
H 2.4447 2.4300 -1.4101 0.001
C 1.5098 1.6046 -4.1001 0.000
H 3.1389 0.3132 -3.5002 0.000
H 3.6185 2.0409 -3.5656 0.000
C 0.4230 0.9097 -3.2806 0.005
H 1.5247 1.2578 -5.1415 0.000
H 1.2903 2.6747 -4.0672 0.000
H 0.3442 -0.1666 -3.5152 -0.001
H -0.5806 1.3712 -3.3141 0.000
O -4.2653 -0.2637 -0.8511 0.000
N -3.1677 -0.3450 -0.3951 0.001
O -2.1898 0.2006 -1.2020 -0.002
```

What did the third record say?
DFT (ωB97M-V with the def2-TZVPD basis set) results for a molecular structure, C19H28CdClO6 at a distorted geometry.

Its maximum force is 0.0785 hartree/bohr. Its total charge is -1. As for the total energy: -49513.186 eV. Its frontier orbital gap (spin up / spin down) is 0.165 / 0.160 Eh. The HOMO energy (spin up / spin down) is -1.96 / -1.79 eV. As for the multiplicity: 1. For the energy relative to the best compared isomer or geometry (same formula, charge and spin), the calculation gives 4.229 eV.

The geometry in XYZ format:
```
55
Properties=species:S:1:pos:R:3:nbo_charge:R:1
O 0.0607 1.8077 -2.4581 -0.550
C 1.1957 1.5265 -3.3832 -0.084
C 0.6809 2.3709 -4.5389 -0.472
H 1.2939 0.4709 -3.6914 0.203
H 2.0975 1.8276 -2.8328 0.183
C -0.5245 2.5756 -3.5801 0.273
H 0.5558 1.8147 -5.4799 0.210
H 1.2582 3.2903 -4.6729 0.202
C -1.8248 1.9007 -3.9833 -0.630
H -1.6023 0.8545 -4.1608 0.220
H -2.2468 2.2673 -4.9170 0.201
H -2.5639 1.9664 -3.1731 0.224
C -0.6402 4.0661 -3.3415 -0.619
H 0.3469 4.4897 -3.1790 0.205
H -1.2849 4.3789 -2.5323 0.220
H -1.0179 4.5414 -4.2428 0.202
Cd -0.3680 0.7113 1.2878 0.681
C 0.9198 -0.3033 4.8394 -0.323
C 1.7636 -1.0173 3.9162 -0.265
C 1.9035 -0.2389 2.7492 -0.399
H 2.4801 -1.7874 4.1885 0.196
C 1.2355 1.0243 2.9554 -0.600
C 0.5364 0.8954 4.2383 -0.325
H -0.0903 1.6758 4.7085 0.198
H 0.7799 -0.5862 5.8810 0.206
H 2.5802 -0.4889 1.9260 0.193
H 1.5655 1.9980 2.5459 0.236
C -2.0039 -1.6577 3.7752 -0.025
C -2.8723 -0.4323 3.7735 -0.266
C -3.0686 0.0096 2.5079 -0.221
H -3.2908 -0.0683 4.7000 0.202
C -2.1760 -0.7315 1.5837 -0.518
C -1.4749 -1.6701 2.3749 -0.445
H -1.0051 -2.5865 2.0323 0.212
H -2.6728 -2.5323 3.9549 0.174
H -3.8244 0.7235 2.1579 0.211
H -2.4447 -0.8832 0.5261 0.229
O 0.4348 -1.6201 -3.6016 -0.566
C -0.1317 -1.4503 -2.2267 -0.079
C 0.9525 -0.7519 -1.4089 -0.463
H -0.3618 -2.4409 -1.7314 0.169
H -1.0782 -0.8689 -2.2722 0.209
C 2.2660 -1.2285 -2.0878 -0.441
H 0.9642 -1.0080 -0.3576 0.225
H 0.8524 0.3283 -1.4853 0.251
C 1.8831 -1.8426 -3.4642 -0.086
H 2.6874 -1.9977 -1.4278 0.212
H 2.9592 -0.3843 -2.2362 0.206
H 2.0752 -2.9385 -3.4053 0.169
H 2.5107 -1.4356 -4.2982 0.181
O -1.0480 -1.6334 4.8901 -0.529
Cl -0.0033 -3.0207 4.7162 2.440
O 0.8684 -2.9226 5.8376 -0.753
O -0.7869 -4.2058 4.6309 -0.763
O 0.6994 -2.7819 3.4730 -0.719
```